Entry 1:
3 unconnected molecules or ions with the total composition C20H42N4O6S. Source: OMol25; level of theory: wB97M-V/def2-TZVPD.

The geometry in XYZ format:
```
73
Properties=species:S:1:pos:R:3:forces:R:3
S 1.98709 -1.94983 -2.74877 1.9 -3.1 0.3
O 0.68786 -2.46214 -3.73900 1.0 0.5 0.6
O -3.86686 0.59806 -0.25343 -0.8 -0.2 -1.6
O 2.58243 -0.47027 -3.34874 -1.0 -1.2 0.4
O -1.58961 2.34981 4.85220 -0.1 0.4 -0.1
O 4.81227 0.12006 2.04084 0.3 -0.1 -0.2
O 3.02796 -3.03929 -2.97073 -2.2 3.5 0.0
N 1.46754 0.47814 -1.34258 0.1 1.8 -0.5
N -3.32109 -2.27521 -0.59698 0.1 -0.9 -1.1
N 2.92669 -1.80612 1.01070 0.1 0.4 -0.1
N -0.89103 1.82423 2.10347 -0.3 0.0 0.3
C -4.56149 -0.89262 -3.98118 0.8 4.4 2.2
C -2.07331 -2.96890 -1.02524 1.3 -0.2 0.7
C -4.35995 -2.24015 -1.65858 -0.8 1.5 0.2
C 0.03064 4.01485 2.64057 0.1 0.2 -0.1
C -0.17016 -3.28681 -2.90485 -2.1 0.4 0.7
C 4.98797 -3.02889 1.44862 0.1 -0.2 0.0
C -2.09768 3.17874 3.81100 -0.2 -0.2 -0.1
C -4.34174 -0.81644 -2.44279 0.3 0.7 -1.2
C 4.34624 -1.89981 0.64735 0.0 0.0 0.4
C 0.30653 1.40967 -1.04528 -0.4 0.1 0.5
C -0.53773 2.93009 5.60723 -0.1 -0.3 0.0
C 5.06422 -0.54349 0.80447 -0.3 0.0 -0.1
C -4.02822 1.81197 -2.47677 -0.4 -3.2 -1.7
C -1.24540 3.18540 2.52525 0.3 -0.1 0.3
C -4.22143 1.77332 -4.00621 -0.2 -3.0 1.3
C -4.50280 0.45644 -4.76888 0.4 -0.8 3.6
C -1.40425 -2.37642 -2.34993 0.0 0.1 -0.8
C 1.87684 0.65834 -2.76498 -0.2 1.8 -0.3
C -4.07829 0.50250 -1.66116 -0.8 0.6 -3.9
C 5.57876 -0.36001 3.13366 -0.2 0.2 0.0
H 4.74197 -2.98280 2.51180 0.0 0.1 -0.1
H -0.66682 4.01088 5.72541 0.0 0.0 -0.1
H -5.37659 -2.29121 -1.14129 1.2 -0.1 -0.7
H -0.63703 -4.07035 -3.60135 1.1 0.9 1.2
H 4.40989 -2.17994 -0.40998 0.0 0.1 0.0
H 0.81624 3.50245 3.19993 -0.1 0.0 0.0
H -1.30927 -2.79988 -0.17167 -1.1 -0.3 -1.3
H -1.85359 3.63976 1.73533 -0.1 -0.1 0.1
H 5.05910 -1.18399 3.62278 0.2 -0.2 0.1
H 0.42342 2.70831 5.14321 0.1 0.2 0.0
H -2.27766 4.19536 4.18108 0.2 0.1 0.0
H 0.35103 -3.74375 -1.99915 -0.3 0.4 -1.4
H -0.16625 4.97422 3.12744 0.0 -0.1 0.0
H 2.58994 1.56916 -2.78963 -0.8 -1.6 -0.5
H 6.07710 -3.01318 1.34812 -0.1 0.0 0.0
H -1.02641 -1.29521 -2.18981 -0.6 -1.8 0.0
H -2.18594 -4.12174 -1.09367 0.0 1.6 -0.2
H 0.43746 4.22530 1.64798 -0.1 -0.1 0.1
H 5.67476 0.44864 3.86047 0.0 0.0 -0.1
H 0.23965 2.28661 -1.77704 0.2 -1.0 0.9
H -3.81803 2.79112 -1.94246 -0.3 -1.5 -0.8
H -0.54027 2.47224 6.59787 -0.1 0.0 -0.1
H 6.58283 -0.66856 2.82496 -0.1 -0.1 0.0
H 6.14298 -0.63546 0.62976 0.0 -0.1 0.1
H -2.13966 -2.31307 -3.24040 1.0 0.0 1.6
H -4.67609 0.41205 -5.89727 0.4 0.4 1.9
H -1.74838 1.30271 1.92721 0.1 0.0 -0.2
H -3.07959 2.76210 3.56014 0.1 -0.1 0.1
H -0.48284 1.35245 2.91103 0.0 0.1 -0.1
H -4.15696 2.72848 -4.61572 -0.1 -1.4 1.0
H 4.63653 -3.99806 1.08617 0.0 0.1 0.0
H 4.68124 0.13026 0.02928 0.0 0.0 0.1
H -4.30424 -3.09382 -2.41598 0.0 1.1 0.9
H 0.98972 0.94434 -3.44586 1.1 -0.8 1.2
H 2.87647 -1.37584 1.93457 0.0 -0.2 -0.1
H 2.24418 0.89722 -0.79177 -0.6 -0.7 -0.5
H -0.68315 0.84408 -1.08456 1.3 0.7 0.0
H -3.68691 -2.66115 0.28746 0.4 0.2 -0.9
H -4.71748 0.56436 0.23375 0.6 -0.1 -0.7
H 0.43816 1.81764 0.01968 -0.4 -0.7 -1.6
H 2.47825 -1.12306 0.40142 -0.1 -0.2 -0.1
H -4.74971 -1.90389 -4.47853 0.3 1.7 0.8
```
Forces are in eV/Å.

HOMO, eV: -8.627
Frontier orbital gap, eV: 9.038



Entry 2:
5 unconnected molecules or ions with the total composition C3H15NO4. Source: OMol25; level of theory: wB97M-V/def2-TZVPD.

The geometry in XYZ format:
```
23
Properties=species:S:1:pos:R:3:forces:R:3
O 0.17050 -2.79334 0.44433 -0.2 0.0 0.7
O 3.42570 0.32740 0.93198 1.1 -0.4 -0.2
O 1.17749 0.05615 -2.92100 0.3 0.3 0.3
O 0.19769 -2.58204 -2.23508 0.8 -0.3 0.3
N -0.05906 1.36920 1.46152 -1.6 0.6 0.0
C -0.06160 2.64184 1.49463 2.0 -1.0 0.2
C -1.41275 0.80662 1.31337 -1.0 -0.8 -0.5
C -2.15024 0.95304 -0.03033 0.0 -0.9 -0.5
H -2.05149 1.23139 2.08822 0.1 0.0 0.2
H 2.88249 0.30774 0.13506 -0.4 0.3 0.8
H 0.69921 -2.73914 1.24674 0.3 0.0 -0.1
H 1.06520 -2.51693 -2.67701 -0.6 -0.3 0.4
H -1.92106 0.10684 -0.68599 0.9 0.4 -0.3
H -0.85853 3.34107 1.25250 -0.4 -0.2 0.2
H 0.97966 -0.44829 -2.12160 -0.2 0.0 -0.2
H 2.99236 0.62929 1.73332 -0.7 0.1 -0.6
H -1.39852 -0.27733 1.45922 0.4 0.2 0.5
H 0.91544 3.01324 1.81290 -0.2 0.7 -0.4
H 0.38396 -2.91755 -1.32247 -0.2 0.4 -0.9
H -3.22755 0.72279 0.01233 0.1 0.9 0.7
H -0.72231 -2.60826 0.76119 0.0 0.0 -0.3
H -1.93852 1.89878 -0.51890 -0.2 0.0 -0.2
H 0.91194 -0.52250 -3.63495 -0.2 -0.1 -0.2
```
Forces are in eV/Å.

SMILES: C=NCC.O.O.O.O
HOMO, eV: -10.161
Frontier orbital gap, eV: 10.511



Entry 3:
A molecular structure, C17H26GeN3O7STa. Source: OMol25; level of theory: wB97M-V/def2-TZVPD.

The geometry in XYZ format:
```
56
Properties=species:S:1:pos:R:3:forces:R:3
Ta 0.34273 0.26779 0.64992 -0.2 0.1 -0.1
Ge 2.96903 -1.84826 0.47155 0.1 0.0 0.0
S -3.31278 -1.56512 -1.45946 0.0 0.1 -0.1
O -0.21157 1.08297 2.45075 0.3 0.2 0.1
O -1.54686 2.80567 0.76371 0.1 0.0 0.0
O -0.80160 2.39378 4.16387 0.0 0.0 0.0
O -1.78816 -0.22139 0.72895 -0.1 -0.2 -0.4
O 1.09508 4.80265 -0.51056 0.0 0.0 0.0
O 1.27988 3.06355 0.88538 0.0 0.1 0.0
O 0.54131 -0.36639 -1.11487 -0.1 0.1 0.3
N -2.13622 -1.49974 0.95759 0.0 0.1 0.1
N -1.39319 3.12822 -3.84526 0.0 0.0 0.0
N -0.56390 2.37178 -1.95034 0.0 0.2 0.0
C 2.01874 -0.44937 1.35609 0.0 -0.4 0.2
C -1.75665 1.73250 -2.20512 0.0 -0.1 0.0
C 0.43426 -0.81294 -2.42816 0.0 0.1 0.0
C -2.73593 -4.08847 1.59191 0.0 0.0 0.0
C 4.37416 -2.63674 1.62764 0.0 0.0 0.0
C -1.98060 2.60999 2.10095 0.0 -0.1 0.0
C -0.90640 4.02490 0.50923 0.0 0.0 0.0
C -2.28222 2.18320 -3.37753 0.0 0.0 0.0
C 3.90966 -1.20363 -1.15076 0.0 0.0 0.0
C -0.37913 3.20084 -2.94345 0.0 -0.1 -0.1
C -2.08207 -3.27633 2.53348 0.0 0.0 0.0
C 1.84479 -3.38509 -0.06207 0.0 0.0 0.0
C -3.08279 -3.57006 0.37909 0.0 0.0 0.0
C -2.81353 -2.22070 0.00720 0.0 0.0 0.1
C -1.80089 -1.99313 2.17537 0.1 0.0 -0.1
C 0.58703 3.86430 0.32630 -0.1 0.1 0.0
C -0.89788 2.02515 3.00860 -0.1 -0.1 0.0
H 3.67883 -1.80974 -2.02985 0.0 0.0 0.0
H -1.27554 -1.28229 2.79738 0.0 0.0 0.0
H -0.56319 -1.22601 -2.60352 0.0 0.0 0.0
H -2.76779 1.85690 2.03596 0.0 0.0 0.0
H -1.04528 4.72812 1.33951 0.0 0.0 0.0
H -2.96454 -5.12130 1.82430 0.0 0.0 0.0
H -1.32345 4.47169 -0.39344 0.0 0.0 0.0
H 4.98070 -3.34992 1.06325 0.0 0.0 0.0
H 0.60229 0.02018 -3.11795 0.0 0.0 0.0
H -1.46889 3.65277 -4.69646 0.0 0.0 0.0
H -2.14694 0.96668 -1.55006 0.0 0.0 0.0
H -3.17523 1.91498 -3.91362 0.0 0.0 0.0
H 1.58076 -3.96541 0.82510 0.0 0.0 0.0
H 2.05198 4.64975 -0.50839 0.0 0.0 0.0
H 0.91905 -3.05005 -0.53134 0.0 0.0 0.0
H 1.18521 -1.58459 -2.62393 0.0 0.0 0.0
H 3.93273 -3.15686 2.48007 0.0 0.0 0.0
H -1.78681 -3.63525 3.50783 0.0 0.0 0.0
H 2.37913 -4.03982 -0.75607 0.0 0.0 0.0
H -3.59019 -4.16531 -0.36556 0.0 0.0 0.0
H 0.45858 3.86920 -3.06392 0.0 0.0 0.0
H 4.99033 -1.23255 -0.99170 0.0 0.0 0.0
H -2.38030 3.52993 2.53257 0.0 0.0 0.0
H 3.61438 -0.17325 -1.35096 0.0 0.0 0.0
H 5.02949 -1.85173 2.01046 0.0 0.0 0.0
H 2.16037 -0.43607 2.44035 0.1 0.1 0.0
```
Forces are in eV/Å.

Multiplicity: 2
HOMO (spin up / spin down), eV: -2.883 / -4.002
Frontier orbital gap (spin up / spin down), eV: 5.312 / 6.413
Total charge: -1



Entry 4:
A molecular structure, C20H27AsF6N5O2S2SbZn. Source: OMol25; level of theory: wB97M-V/def2-TZVPD.

The geometry in XYZ format:
```
65
Properties=species:S:1:pos:R:3:forces:R:3
Sb -2.37640 -0.69728 -0.13106 -1.3 1.5 -0.1
As -1.40886 2.78067 -2.66357 0.2 0.7 -0.4
Zn 0.70763 -0.07613 -0.99998 0.1 0.6 -0.5
S 1.84840 -2.19149 1.92727 0.2 0.0 -0.1
S 0.53479 1.91794 -2.39275 -0.3 -0.3 0.2
F -2.46199 1.23232 -0.39318 -0.1 -0.5 0.0
F -3.90251 -0.79628 -1.22971 0.1 0.0 0.1
F -2.32681 -2.57503 -0.05513 0.4 0.2 0.1
F -3.44208 -0.60320 1.42298 0.0 -0.2 -0.1
F -1.37220 -0.61290 -1.80120 0.2 -0.2 0.8
F -0.97716 -0.10970 1.05915 0.1 -0.6 -0.6
O 0.39989 -4.04808 -0.48330 0.0 0.0 -0.1
O 0.35717 -1.84742 -0.16436 0.4 -0.4 0.1
N 3.73821 1.39267 1.45378 0.1 0.0 0.1
N -0.55220 -3.30251 2.13919 0.0 0.1 0.1
N 0.19820 -2.10737 3.96094 0.0 0.0 -0.1
N 1.67806 -1.36470 -2.37765 0.1 -0.1 -0.1
N 1.90073 0.84611 0.36231 0.3 -0.2 0.0
C 1.35463 -2.64438 -2.15584 0.0 0.0 0.0
C 2.41606 -3.34487 -4.16582 0.0 0.1 0.0
C 0.63627 -2.91110 -0.85220 -0.1 0.0 0.0
C -1.86852 -3.49024 2.74052 -0.2 0.0 0.2
C 2.78129 -2.02323 -4.37800 0.1 -0.1 0.0
C 0.39887 2.57212 1.44415 -0.1 0.0 0.0
C -1.05012 4.02413 -4.11205 -0.2 0.0 0.0
C 1.59121 3.95244 3.05231 0.1 0.0 0.0
C 2.37762 -1.06023 -3.47009 0.0 0.1 0.0
C 0.41880 3.59306 2.37121 -0.1 0.0 -0.1
C 1.68381 -3.66236 -3.03182 0.0 0.0 0.0
C 3.17281 0.58330 0.54128 -0.2 0.0 -0.1
C 2.76020 2.25661 1.91189 -0.4 0.0 -0.1
C 1.59667 1.89942 1.21400 0.3 0.2 0.2
C -2.95870 1.85077 -3.36104 0.2 0.0 0.2
C 2.78319 3.29171 2.83971 0.0 0.0 0.1
C -1.89534 4.02053 -1.25208 -0.1 -0.3 -0.1
C -0.99676 -2.35084 4.76620 -0.2 -0.2 0.1
C -1.71606 -3.58981 4.25177 0.2 0.0 -0.1
C 0.35843 -2.56510 2.72163 -0.2 -0.2 0.2
H -0.84622 3.49186 -5.03926 0.0 -0.1 0.1
H -3.71122 2.63134 -3.48428 0.0 0.0 0.0
H -2.51582 -2.64749 2.48379 0.0 -0.1 -0.1
H 3.70770 -0.20056 0.02885 0.1 0.0 0.0
H 0.92828 -1.52591 4.33658 0.0 0.1 -0.1
H 2.61276 -0.01197 -3.60554 0.0 0.0 -0.1
H -0.36066 -3.65778 1.19550 0.0 0.1 0.0
H -0.18918 4.64173 -3.86489 0.0 0.0 0.1
H -0.49584 4.12941 2.58513 0.0 0.0 0.0
H -2.44202 3.51843 -0.46021 0.0 0.0 0.0
H -1.64750 -1.47521 4.70905 0.0 0.0 0.0
H -2.51914 4.78907 -1.70779 0.0 0.0 0.0
H 2.70024 -4.10957 -4.87536 0.0 0.0 0.0
H -0.69245 -2.49031 5.80279 0.0 0.1 0.0
H -1.92954 4.65407 -4.25228 0.0 0.0 0.0
H 1.36251 -4.66888 -2.80576 0.0 0.0 0.0
H 1.55486 4.76350 3.76647 0.0 0.0 0.0
H -2.69222 -3.67434 4.72394 0.0 0.0 0.0
H 3.37768 -1.74081 -5.23340 0.0 0.0 0.0
H -2.31050 -4.38888 2.31716 0.1 0.0 0.0
H 4.69840 1.37668 1.75161 0.0 -0.1 -0.1
H -2.70619 1.43164 -4.33285 0.1 0.0 0.0
H -1.13115 -4.47690 4.50137 -0.1 0.0 0.0
H 3.68395 3.56003 3.37513 0.0 0.0 0.0
H -0.51266 2.28943 0.93723 0.0 0.0 0.0
H -0.98147 4.46973 -0.86818 0.0 -0.1 0.0
H -3.32983 1.08212 -2.69423 0.1 0.0 0.1
```
Forces are in eV/Å.

Multiplicity: 2
HOMO (spin up / spin down), eV: -11.477 / -11.478
Frontier orbital gap (spin up / spin down), eV: 8.971 / 6.299
Total charge: +1



Number 1: molar mass 466.6 g/mol. Number 2: molar mass 129.2 g/mol. Number 3: molar mass 670.0 g/mol. Number 4: molar mass 809.7 g/mol.